2 unconnected molecules or ions with the total composition C5H13Cl2N2. Source: the OMol25 dataset; level of theory: ωB97M-V/def2-TZVPD.

Geometry as XYZ:
```
22
Properties=species:S:1:pos:R:3:forces:R:3
C -1.2789 -1.7220 -1.0343 -0.183 0.223 0.026
C 0.1666 1.8910 -0.9923 0.082 -0.039 -0.002
C -1.2552 -0.2863 -0.5061 -0.200 -0.327 0.164
C -0.0200 0.4338 -0.8380 0.339 0.248 0.276
C 1.0402 0.2995 2.0690 -0.424 0.312 -0.344
N -0.2509 0.0849 2.4982 0.174 0.041 0.423
N 1.1859 -0.3750 -1.0665 0.184 -0.275 0.213
Cl 1.8616 1.7708 2.4551 -0.159 -0.380 -0.043
Cl 1.9995 -1.0972 1.7743 0.092 -0.099 0.464
H -0.5837 -2.3611 -0.4962 0.100 -0.164 0.057
H -1.0516 -1.7502 -2.0994 -0.013 -0.095 -0.142
H -2.2712 -2.1418 -0.9101 -0.054 -0.116 0.027
H 0.8787 2.2966 -0.2685 0.041 0.077 0.069
H -0.7773 2.4068 -0.8579 -0.106 0.054 0.011
H 0.5454 2.1399 -1.9873 -0.004 0.090 -0.121
H -1.3884 -0.3104 0.5959 -0.007 0.073 -0.306
H -2.1041 0.2712 -0.9069 0.026 0.063 0.014
H -0.7153 0.9193 2.8329 0.027 -0.049 -0.003
H -0.4562 -0.7281 3.0735 0.214 0.098 -0.082
H 0.9939 -1.1434 -1.7224 0.147 0.162 0.059
H 1.5519 -0.8186 -0.1690 -0.218 0.337 -0.764
H 1.9295 0.2203 -1.4439 -0.057 -0.234 0.004
```
Forces are in eV/Å.

As for the LUMO energy (alpha / beta): -3.45 / -3.62 eV. The molar mass comes out at 172.1 u. As for the multiplicity: 1. Its HOMO-LUMO gap (alpha / beta) is 0.3136 / 0.2796 Eh. As for the energy: -33411.872 eV. The calculation puts the relative energy (zero: lowest compared OMol25 entry of this formula, charge and spin) at 2.075 eV. As for the net charge: +1.

Just the natural (NBO) charges please, in e? Sure, here they are: -0.620 -0.699 -0.507 0.257 -0.008 -0.829 -0.747 0.063 0.061 0.202 0.203 0.252 0.240 0.258 0.234 0.256 0.245 0.416 0.410 0.440 0.433 0.441

=====

A molecular structure, C5H13ClGeS4SbTc in a non-equilibrium geometry. Source: the OMol25 dataset; level of theory: ωB97M-V/def2-TZVPD.

Geometry as XYZ:
```
26
Properties=species:S:1:pos:R:3:forces:R:3
Tc -0.3378 -0.3074 0.2956 -0.531 -1.934 -0.985
S -1.0355 -4.5299 -1.7713 0.126 -0.029 -0.055
Sb -2.5709 -3.0301 -1.6571 -0.186 -0.095 -0.123
S -0.1239 -0.2141 -1.7508 0.051 0.515 0.779
S -1.7507 -1.8237 0.6749 0.515 0.737 0.400
S -4.4102 -1.9783 -1.9881 -0.069 0.059 -0.098
Cl -0.7840 1.6678 1.4009 -0.089 0.548 0.354
C 0.4887 0.5883 2.0042 -0.080 0.068 -0.371
H 0.2030 0.0968 2.9304 -0.110 -0.020 -0.030
H 1.4672 1.0420 1.9951 0.015 0.142 -0.095
C 3.7077 0.8751 1.2574 0.053 0.141 0.147
Ge 3.2405 -0.5011 -0.0140 -0.242 -0.116 0.069
C 4.3083 -2.0891 0.2042 0.191 -0.101 0.019
C 3.1717 0.1510 -1.8209 0.011 0.059 -0.227
C 1.4274 -1.3344 0.5302 0.437 0.183 0.328
H 4.7816 1.0453 1.1614 -0.014 0.052 0.022
H 3.5280 0.5551 2.2862 0.062 0.057 -0.016
H 3.2106 1.8273 1.0610 0.052 -0.005 0.035
H 5.3561 -1.8101 0.0784 0.002 -0.084 0.003
H 4.0574 -2.8409 -0.5431 0.024 -0.010 0.024
H 4.1833 -2.5097 1.2018 0.033 -0.024 -0.026
H 4.1583 0.5680 -2.0383 -0.032 -0.019 -0.066
H 2.4412 0.9468 -1.9622 0.083 0.022 -0.030
H 2.9860 -0.6532 -2.5345 -0.003 0.060 -0.019
H 1.5960 -1.5557 1.5868 -0.105 -0.161 -0.059
H 1.3859 -2.2514 -0.0582 -0.194 -0.041 0.022
```
Forces are in eV/Å.

As for the LUMO energy: -10.04 eV. The molar mass comes out at 529.2 u. As for the multiplicity: 1. Its HOMO-LUMO gap is 0.2360 Eh. As for the energy: -126490.920 eV. The calculation puts the relative energy (zero: lowest compared OMol25 entry of this formula, charge and spin) at 0.373 eV. As for the net charge: +2.

Just the natural (NBO) charges please, in e? Sure, here they are: 0.267 -0.303 1.358 0.314 0.039 -0.267 0.318 -0.469 0.273 0.277 -1.124 1.639 -1.085 -1.116 -0.901 0.282 0.241 0.238 0.269 0.249 0.250 0.279 0.236 0.250 0.240 0.245

=====

A molecular structure, C5H13ClI2N2OPReS in a non-equilibrium geometry. Source: the OMol25 dataset; level of theory: ωB97M-V/def2-TZVPD.

Geometry as XYZ:
```
27
Properties=species:S:1:pos:R:3:forces:R:3
I 3.0352 2.2080 0.8497 -0.726 -0.948 0.081
I 1.5811 -2.4826 -0.0978 0.607 0.273 -0.157
Re 1.3951 0.0496 0.1648 -2.725 -0.526 3.685
P -0.3145 -0.0372 -1.5188 -2.892 -0.169 -3.522
C 0.2218 0.0023 -3.2655 1.121 0.165 0.294
C -1.5203 -1.4188 -1.7035 0.382 -0.452 1.138
H -2.0696 1.3288 -0.6490 -0.049 0.365 -0.372
H -2.1268 1.3111 -2.4680 0.284 -0.306 0.208
H -0.8782 2.2712 -1.6359 -0.358 0.292 0.086
C -1.4882 1.3685 -1.5770 0.785 0.298 1.178
H -2.1649 -1.4176 -0.8218 0.022 -0.253 -0.278
H -2.1294 -1.3089 -2.6049 0.299 0.435 0.051
H -0.6808 -0.0457 -3.8761 -0.003 -0.021 0.151
H 0.8666 -0.8454 -3.5189 -0.014 0.192 -0.069
H -0.9855 -2.3627 -1.7841 -0.091 -0.179 0.047
H 0.7192 0.9545 -3.4666 0.135 -0.167 -0.196
C 2.7691 0.1601 -1.2133 4.538 0.951 -7.093
O 3.4737 0.3064 -2.1478 -3.468 -0.984 5.038
Cl -0.9552 -0.3889 1.2124 1.627 0.660 -0.992
N -0.1135 1.2099 3.9246 1.110 -0.717 -0.480
C 0.4838 0.0810 3.5541 -2.411 -0.113 1.053
N 0.0359 -1.1191 3.9155 0.996 1.078 -0.358
S 1.9188 0.0162 2.5904 1.395 0.507 -0.727
H -0.8782 1.2214 4.5844 -0.224 -0.088 0.090
H 0.1800 2.1103 3.5611 0.140 -0.176 0.280
H 0.3293 -1.9484 3.4177 0.183 -0.013 0.296
H -0.7045 -1.2239 4.5742 -0.666 -0.105 0.568
```
Forces are in eV/Å.

As for the LUMO energy (alpha / beta): -14.48 / -14.73 eV. The molar mass comes out at 655.7 u. Its expectation value of S² is 3.795. As for the multiplicity: 4. Its HOMO-LUMO gap (alpha / beta) is 0.2222 / 0.2115 Eh. As for the energy: -61371.068 eV. The calculation puts the relative energy (zero: lowest compared OMol25 entry of this formula, charge and spin) at 0.000 eV. As for the net charge: +3.

Just the natural (NBO) charges please, in e? Sure, here they are: 0.545 0.530 0.132 1.129 -0.951 -0.905 0.270 0.303 0.254 -0.924 0.270 0.295 0.293 0.266 0.252 0.261 0.511 -0.269 -0.320 -0.687 0.361 -0.684 0.266 0.459 0.447 0.444 0.453

=====

A molecular structure, C5H13ClNS in a non-equilibrium geometry. Source: the OMol25 dataset; level of theory: ωB97M-V/def2-TZVPD.

Geometry as XYZ:
```
21
Properties=species:S:1:pos:R:3:forces:R:3
C 0.9686 -1.2905 -0.5125 0.238 0.409 -1.218
C 0.0767 -0.5705 1.8169 2.999 0.156 -1.384
C -0.9265 0.5721 -1.8738 -1.574 -3.787 -0.051
C 0.2837 -0.2477 0.3243 1.667 -0.382 0.181
C -0.9371 0.2075 -0.3364 -2.513 -0.110 -1.795
N 1.3186 0.9933 0.2936 -2.324 0.982 -0.869
S -1.7466 1.5854 0.3343 -0.782 0.919 -0.239
Cl -2.1670 -1.6887 -0.2192 1.402 2.438 -0.084
H 1.7487 -0.8369 -1.1508 -0.546 -0.159 -0.089
H 1.5269 -1.8912 0.1394 0.481 -1.560 0.669
H 0.2305 -1.8050 -1.1479 0.666 -0.217 0.527
H 0.1546 0.3338 2.3319 -0.041 1.519 1.208
H 0.8351 -1.2421 2.2362 -0.010 0.090 -0.376
H -0.8352 -0.9783 2.0035 -2.649 -1.217 0.286
H -2.0012 0.1221 -2.1942 2.736 1.292 0.188
H -0.0929 0.0346 -2.4101 -1.119 0.370 0.475
H -0.8568 1.6040 -2.1220 -0.140 0.972 0.217
H 2.0066 0.6994 0.9913 0.288 0.840 -0.323
H 0.6679 1.8123 0.5581 1.456 -1.012 0.244
H 1.6964 1.2681 -0.6745 -0.351 -1.019 1.837
H -1.9510 1.3183 1.6118 0.117 -0.526 0.595
```
Forces are in eV/Å.

As for the LUMO energy: -4.69 eV. The molar mass comes out at 154.7 u. As for the multiplicity: 1. Its HOMO-LUMO gap is 0.3404 Eh. As for the energy: -30235.217 eV. The calculation puts the relative energy (zero: lowest compared OMol25 entry of this formula, charge and spin) at 0.757 eV. As for the net charge: +1.

Just the natural (NBO) charges please, in e? Sure, here they are: -0.651 -0.642 -0.727 0.076 0.017 -0.756 0.141 -0.208 0.209 0.239 0.277 0.209 0.246 0.267 0.305 0.240 0.245 0.455 0.455 0.456 0.146

=====

2 unconnected molecules or ions with the total composition C5H13IN in a non-equilibrium geometry. Source: the OMol25 dataset; level of theory: ωB97M-V/def2-TZVPD.

Geometry as XYZ:
```
20
Properties=species:S:1:pos:R:3:forces:R:3
C -0.3000 -4.1496 -0.1362 -3.252 0.019 -1.812
C 0.4724 0.9862 -1.4247 0.885 -1.874 -0.617
C 1.2411 1.3212 0.7898 4.148 -0.206 0.844
C -0.9939 1.9628 0.3758 0.706 -0.504 -1.520
C -0.2432 -0.4853 0.4390 -2.832 1.044 -0.860
N 0.1043 0.9066 0.0372 -1.812 0.765 -0.498
I -2.2759 -0.9891 -0.0494 1.396 -0.216 0.052
H -0.3891 -3.6187 -1.1065 0.034 -0.714 1.050
H -0.9871 -4.8630 0.3093 -0.861 0.377 -0.858
H 0.5215 -4.2806 0.4023 4.137 0.300 1.614
H 1.3945 0.2881 -1.3931 -1.429 1.133 -0.919
H -0.3359 0.5843 -2.1599 1.360 0.819 1.646
H 0.8061 2.0206 -1.6173 -0.429 -0.584 -0.152
H 2.0088 0.4845 0.9512 -1.525 0.854 0.231
H 1.8617 1.9972 0.2070 -0.295 0.363 -0.217
H 0.9748 1.8877 1.6707 -0.070 -0.529 0.482
H -1.7208 1.7650 -0.3715 -0.894 0.234 -0.507
H -1.4161 1.7717 1.3274 -0.080 -0.190 1.032
H -0.6103 2.9857 0.2632 0.250 -0.522 0.103
H -0.1128 -0.5752 1.4858 0.563 -0.568 0.905
```
Forces are in eV/Å.

As for the LUMO energy (alpha / beta): -3.56 / -5.92 eV. The molar mass comes out at 214.1 u. As for the multiplicity: 1. Its HOMO-LUMO gap (alpha / beta) is 0.3670 / 0.2074 Eh. As for the energy: -14974.104 eV. The calculation puts the relative energy (zero: lowest compared OMol25 entry of this formula, charge and spin) at 5.916 eV. As for the net charge: +1.

Just the natural (NBO) charges please, in e? Sure, here they are: -0.507 -0.423 -0.450 -0.393 -0.070 -0.321 0.278 0.178 0.179 0.154 0.237 0.267 0.239 0.253 0.242 0.246 0.231 0.237 0.242 0.181

=====

2 unconnected molecules or ions with the total composition C5H13N in a non-equilibrium geometry. Source: the OMol25 dataset; level of theory: ωB97M-V/def2-TZVPD.

Geometry as XYZ:
```
19
Properties=species:S:1:pos:R:3:forces:R:3
C -0.3796 -3.8568 -0.0846 0.234 -0.317 -0.118
C -0.1634 -2.7049 -1.0707 0.647 -0.162 0.064
C 1.0767 -1.8724 -0.7370 -0.064 0.606 -0.476
H -1.4339 -4.0972 0.0387 -0.003 0.040 0.212
H 0.1125 -3.7096 0.8780 -0.359 0.352 0.146
H 0.1004 -4.7578 -0.4666 -0.023 -0.100 -0.131
H -1.0322 -2.0501 -1.1130 -0.063 -0.071 -0.162
H 0.0114 -3.1632 -2.0461 -0.373 0.221 -0.151
H 1.4623 -1.3113 -1.5959 -0.107 -0.327 -0.192
H 0.8318 -1.0612 -0.0514 0.126 -0.335 0.566
H 1.8940 -2.4981 -0.3805 -0.015 0.101 0.242
C -0.6912 2.9678 0.5685 -0.895 0.553 -0.539
C 0.1979 5.0674 1.0783 -0.243 0.143 -0.279
N -0.2225 4.2997 0.1733 0.766 -0.430 0.443
H -1.2637 2.6476 -0.2977 -0.024 -0.611 0.121
H -1.3698 2.9681 1.4260 0.094 0.172 0.153
H 0.1162 2.2708 0.7737 0.232 0.090 -0.172
H 0.6499 6.0035 0.7587 -0.111 0.136 0.234
H 0.1032 4.8577 2.1486 0.183 -0.061 0.037
```
Forces are in eV/Å.

As for the LUMO energy: 0.99 eV. The molar mass comes out at 87.2 u. The SMILES is C=NC.CCC. As for the multiplicity: 1. Its HOMO-LUMO gap is 0.3928 Eh. As for the energy: -6884.636 eV. The calculation puts the relative energy (zero: lowest compared OMol25 entry of this formula, charge and spin) at 1.561 eV.

Just the natural (NBO) charges please, in e? Sure, here they are: -0.611 -0.401 -0.607 0.209 0.203 0.203 0.198 0.196 0.207 0.202 0.202 -0.459 -0.059 -0.386 0.205 0.184 0.206 0.172 0.138